Below is 2 unconnected molecules or ions with the total composition C4H8O2, with properties calculated with ωB97M-V with the def2-TZVPD basis set.

E_HOMO	-0.305	Ha
LUMO	0.5	eV
charge	0
energy above the lowest of the compared OMol25 structures with the same formula, charge and spin	295.8	kJ/mol
maximum force	2.2	eV Å⁻¹

Each atom is followed by the atoms it is bonded to, with distances in Å.
Atoms and positions in Å:
1 C -1.323 -0.033 -0.188  C2 1.332, H6 1.080, H7 1.087
2 C -0.841 1.208 -0.220  C1 1.332, C3 1.484, H8 1.084
3 C -0.190 1.865 0.940  C2 1.484, C4 1.348, H9 1.086
4 C 0.687 2.872 0.754  C3 1.348, O5 1.377, H10 1.086
5 O 0.620 4.061 1.446  C4 1.377, H11 0.961
6 H -1.901 -0.535 -0.950  C1 1.080
7 H -1.281 -0.535 0.775  C1 1.087
8 H -0.692 1.767 -1.137  C2 1.084
9 H -0.607 1.696 1.928  C3 1.086
10 H 1.447 2.873 -0.022  C4 1.086
11 H -0.322 4.216 1.552  O5 0.961
12 H 1.845 -6.204 -0.995  O14 0.962
13 H 0.844 -6.502 -2.104  O14 0.962
14 O 1.714 -6.748 -1.778  H12 0.962, H13 0.962

For reference, the Löwdin charges in units of e are: -0.0050 -0.1963 -0.1226 -0.1932 -0.0017 0.0479 0.0560 0.0936 0.1067 0.1179 0.0965 0.0306 0.0303 -0.0610

Below is a single C24H28ClN5O3 molecule, with properties calculated with ωB97M-V with the def2-TZVPD basis set.

E_HOMO	-0.277	Ha
LUMO	0.2	eV
charge	0
energy above the lowest of the compared OMol25 structures with the same formula, charge and spin	0.0	kJ/mol
maximum force	0.7	eV Å⁻¹

Each atom is followed by the atoms it is bonded to, with distances in Å.
Atoms and positions in Å:
1 O 0.509 1.877 2.262  C2 1.216
2 C 1.629 2.150 1.877  O1 1.216, N3 1.353, C36 1.523
3 N 1.998 2.025 0.581  C2 1.353, H4 1.007, C5 1.446
4 H 2.970 2.119 0.338  N3 1.007
5 C 1.101 1.492 -0.420  N3 1.446, H6 1.092, H7 1.092, C8 1.544
6 H 0.099 1.854 -0.178  C5 1.092
7 H 1.402 1.874 -1.397  C5 1.092
8 C 1.104 -0.053 -0.398  C5 1.544, N9 1.441, H34 1.095, H35 1.092
9 N 0.224 -0.724 -1.320  C8 1.441, C10 1.450, C25 1.450
10 C 0.573 -0.588 -2.721  N9 1.450, C11 1.534, H32 1.104, H33 1.092
11 C -0.257 -1.609 -3.509  C10 1.534, N12 1.445, H30 1.095, H31 1.089
12 N -1.675 -1.392 -3.334  C11 1.445, C13 1.389, C24 1.448
13 C -2.366 -0.515 -4.160  N12 1.389, C14 1.401, C18 1.399
14 C -3.762 -0.432 -4.076  C13 1.401, C15 1.379, H23 1.079
15 C -4.485 0.378 -4.926  C14 1.379, C16 1.385, H22 1.081
16 C -3.849 1.129 -5.900  C15 1.385, C17 1.383, H21 1.079
17 C -2.473 1.047 -6.009  C16 1.383, C18 1.382, H20 1.081
18 C -1.740 0.244 -5.155  C13 1.399, C17 1.382, H19 1.079
19 H -0.668 0.224 -5.271  C18 1.079
20 H -1.955 1.622 -6.763  C17 1.081
21 H -4.416 1.762 -6.565  C16 1.079
22 H -5.561 0.417 -4.832  C15 1.081
23 H -4.294 -1.028 -3.349  C14 1.079
24 C -2.005 -1.479 -1.927  N12 1.448, C25 1.535, H28 1.094, H29 1.088
25 C -1.187 -0.462 -1.119  N9 1.450, C24 1.535, H26 1.105, H27 1.092
26 H -1.475 0.553 -1.447  C25 1.105
27 H -1.411 -0.563 -0.055  C25 1.092
28 H -1.762 -2.488 -1.582  C24 1.094
29 H -3.066 -1.299 -1.766  C24 1.088
30 H -0.034 -2.606 -3.114  C11 1.095
31 H -0.001 -1.597 -4.568  C11 1.089
32 H 0.367 0.426 -3.106  C10 1.104
33 H 1.638 -0.801 -2.841  C10 1.092
34 H 2.121 -0.410 -0.587  C8 1.095
35 H 0.818 -0.360 0.610  C8 1.092
36 C 2.731 2.720 2.761  C2 1.523, H37 1.092, H38 1.093, C39 1.529
37 H 3.621 2.097 2.656  C36 1.092
38 H 2.965 3.717 2.378  C36 1.093
39 C 2.327 2.815 4.232  C36 1.529, C40 1.529, H60 1.091, H61 1.091
40 C 2.499 1.492 4.979  C39 1.529, N41 1.456, H58 1.092, H59 1.092
41 N 1.645 0.452 4.422  C40 1.456, C42 1.384, C51 1.381
42 C 0.301 0.546 4.737  N41 1.384, O43 1.206, N44 1.374
43 O -0.129 1.329 5.548  C42 1.206
44 N -0.523 -0.350 4.101  C42 1.374, C45 1.366, H57 1.011
45 C -0.107 -1.284 3.194  N44 1.366, C46 1.395, C50 1.400
46 C -1.009 -2.127 2.545  C45 1.395, C47 1.381, H56 1.079
47 C -0.530 -3.072 1.659  C46 1.381, C48 1.393, Cl55 1.722
48 C 0.833 -3.213 1.406  C47 1.393, C49 1.377, H54 1.077
49 C 1.718 -2.369 2.038  C48 1.377, C50 1.395, H53 1.079
50 C 1.263 -1.395 2.927  C45 1.400, C49 1.395, C51 1.465
51 C 2.199 -0.433 3.517  N41 1.381, C50 1.465, O52 1.216
52 O 3.381 -0.394 3.233  C51 1.216
53 H 2.779 -2.431 1.856  C49 1.079
54 H 1.178 -3.964 0.715  C48 1.077
55 Cl -1.647 -4.104 0.851  C47 1.722
56 H -2.067 -2.038 2.734  C46 1.079
57 H -1.512 -0.225 4.273  N44 1.011
58 H 2.220 1.625 6.026  C40 1.092
59 H 3.528 1.135 4.905  C40 1.092
60 H 1.282 3.122 4.299  C39 1.091
61 H 2.942 3.564 4.733  C39 1.091

For reference, the Löwdin charges in units of e are: 0.0781 -0.4804 0.0649 0.1443 -0.1495 0.1191 0.1199 -0.1727 -0.1674 -0.1674 -0.1492 -0.0982 -0.2288 -0.0310 -0.0951 -0.1121 -0.0961 -0.0373 0.0933 0.1012 0.0953 0.1012 0.1015 -0.1443 -0.1537 0.1302 0.1197 0.0932 0.1084 0.1267 0.1153 0.1179 0.1250 0.1275 0.0953 -0.0989 0.1153 0.1233 -0.1489 -0.1165 0.0700 -0.4815 0.1035 0.1877 -0.1797 -0.0407 -0.6644 -0.0979 -0.0083 -0.0824 -0.3752 0.0810 0.1269 0.1072 0.7139 0.1155 0.1702 0.1289 0.1266 0.1131 0.1166

Below is 2 unconnected molecules or ions with the total composition C2H5N3S, with properties calculated with ωB97M-V with the def2-TZVPD basis set.

E_HOMO (spin up / spin down)	-0.699 / -0.699	Ha
LUMO (spin up / spin down)	-11.5 / -11.5	eV
charge	+2
energy above the lowest of the compared OMol25 structures with the same formula, charge and spin	202.2	kJ/mol
maximum force	5.1	eV Å⁻¹

Each atom is followed by the atoms it is bonded to, with distances in Å.
Atoms and positions in Å:
1 C -0.085 2.011 -2.221  N3 1.147, H7 1.100
2 C 0.588 -1.151 1.319  N4 1.224, N5 1.449, H8 1.173
3 N -0.555 2.573 -3.103  C1 1.147, H9 1.085
4 N 0.448 -0.475 0.308  C2 1.224, H10 1.004
5 N -0.404 -1.665 2.242  C2 1.449, S6 1.622, H11 1.055
6 S -1.891 -2.034 1.710  N5 1.622
7 H 0.044 1.233 -1.454  C1 1.100
8 H 1.534 -1.600 1.847  C2 1.173
9 H -1.102 3.296 -3.701  N3 1.085
10 H 1.351 -0.370 -0.119  N4 1.004
11 H 0.072 -1.817 3.172  N5 1.055

For reference, the Löwdin charges in units of e are: 0.2734 -0.3159 0.3290 0.1636 -0.3557 1.1106 0.1133 0.1886 0.2399 0.0904 0.1629

Across the entries above, DFT total energy takes the values -8370.216, -51460.730, -17437.884 eV, respectively.